Formula: C34H50Cl2N3OOsP3
Source: the OMol25 dataset
Level of theory: wB97M-V/def2-TZVPD

XYZ file:
```
94
Properties=species:S:1:pos:R:3:lowdin_charge:R:1
Os 1.1251 0.7820 1.9930 1.0913
Cl 1.9144 -0.9914 3.5385 0.1236
Cl 2.4766 2.2532 3.5057 -0.0119
P -0.7560 0.7291 3.3664 0.6883
P -2.4798 -3.0561 -2.1733 1.1468
P -0.5681 4.0282 -1.0628 0.9005
O 0.5054 1.0101 -1.8647 -0.0207
N 4.4272 1.9276 0.7948 -0.1123
N 4.8792 -0.2615 1.6399 -0.1044
N 2.8258 0.2923 0.7076 0.0076
C 4.4948 -1.6611 1.5194 -0.0648
C -4.5709 0.1491 -0.7007 -0.0946
C 5.5133 2.6433 1.4467 -0.0289
C -4.0984 0.5436 -3.0282 -0.0957
C -3.1859 -0.5047 -3.0211 -0.1058
C -1.0856 -3.9081 -4.1439 -0.1282
C 0.4781 2.5987 1.1377 -0.2437
C -0.8540 -3.0539 -3.0304 -0.3189
C 5.6566 0.0512 2.8283 -0.0324
C -3.0085 -6.5599 0.5386 -0.0853
C -2.4864 -4.0838 -0.7051 -0.4102
C -3.1039 -1.3826 -1.8993 -0.3682
C 0.3758 -2.3426 -3.0216 -0.0983
C 0.3739 4.1611 -2.5957 -0.1530
C -0.1233 2.5609 -0.0831 -0.3436
C 3.5378 2.7273 -0.0461 -0.0462
C -0.0981 5.3862 0.0119 -0.1727
C 0.0385 0.2835 0.3869 -0.2237
C -3.8225 -4.5205 -0.4542 -0.1555
C -1.7299 -6.0052 0.5770 -0.0874
C -1.7850 2.2294 3.2714 -0.2262
C -4.8325 0.8415 -1.8788 -0.0957
C 1.2340 -2.4082 -4.1262 -0.0859
C -2.3203 4.0603 -1.4187 -0.1499
C 0.9047 -3.1567 -5.2524 -0.0638
C -1.9807 -0.5913 3.0538 -0.1996
C -4.0661 -5.7865 0.0452 -0.0879
C -0.2698 -3.9071 -5.2548 -0.0638
C -0.3630 1.1857 -0.6911 -0.3334
C -1.4633 -4.7687 -0.0125 -0.1178
C 4.0622 0.6581 1.0554 -0.4219
C 0.4320 -0.7002 1.1412 -0.3441
C -3.7015 -0.9361 -0.7003 -0.1166
C -0.3471 0.5452 5.1307 -0.2685
H -2.5653 2.2091 4.0429 0.0726
H 0.1722 0.2025 -2.3065 0.0788
H -4.6599 -3.8858 -0.7401 0.0913
H 0.6786 3.6117 1.5556 0.0422
H 2.1775 -1.8674 -4.1261 0.1059
H 3.5888 -1.8937 2.1057 0.0082
H 1.4454 4.3105 -2.3830 0.0739
H 4.1357 3.3662 -0.7109 0.1073
H 0.2358 1.4167 5.4456 0.0434
H -2.6572 -0.3111 2.2381 0.0416
H 0.2547 3.2419 -3.1880 0.0647
H 0.5750 -1.7575 0.9625 0.0981
H 5.8663 -0.8985 3.3307 0.1031
H -4.2335 1.1451 -3.9294 0.1129
H 5.3152 -2.2688 1.8971 0.1051
H -0.7108 5.3450 0.9233 0.0765
H -5.5627 1.6456 -1.8965 0.1088
H -2.5588 4.9252 -2.0558 0.0840
H 2.8659 3.3558 0.5643 0.0678
H -1.2643 0.4491 5.7250 0.0683
H 0.9605 5.2804 0.2918 0.0668
H 2.9301 2.0388 -0.6495 0.0790
H 5.1011 0.7057 3.5235 0.0816
H -1.4614 0.9709 -0.8977 0.1587
H 5.5628 3.6397 0.9896 0.1015
H -3.2025 -7.5691 0.9005 0.1103
H 0.2753 -0.3497 5.2436 -0.0114
H -1.4762 -1.5199 2.7726 0.0518
H 2.8297 -0.6381 0.2790 0.0855
H 1.5484 -3.1804 -6.1293 0.1147
H -2.5785 -0.7786 3.9539 0.0742
H 6.4752 2.1315 1.2839 0.1022
H -1.1431 3.1048 3.4156 0.0503
H 0.7250 -1.7780 -2.1669 0.0738
H 0.0074 5.0175 -3.1876 0.0807
H -0.5787 -4.4936 -6.1155 0.1178
H -0.2421 6.3558 -0.4840 0.0835
H -2.8676 4.1340 -0.4707 0.0764
H -1.9822 -4.5213 -4.1814 0.0959
H -2.5359 -0.6701 -3.8824 0.1084
H -0.4756 -4.3476 0.0940 0.0781
H 4.3238 -1.9267 0.4709 0.0996
H -2.6050 3.1345 -1.9314 0.0550
H -2.2520 2.2959 2.2814 0.0438
H -5.0785 -6.1793 0.0223 0.1097
H -3.4612 -1.4338 0.2297 0.0885
H -0.9382 -6.5718 1.0691 0.1092
H -5.0459 0.4674 0.2238 0.1070
H 6.6123 0.5077 2.5429 0.0904
H 5.3202 2.7706 2.5290 0.0857
```

## Properties
Multiplicity: 5
Net charge: +2
Orbital gap (alpha / beta), eV: 3.172 / 3.859
Maximum force, eV/Å: 6.2

Formula: C34H50CsN5S3
Source: the OMol25 dataset
Level of theory: wB97M-V/def2-TZVPD

XYZ file:
```
93
Properties=species:S:1:pos:R:3:lowdin_charge:R:1
Cs -0.6437 3.2117 0.0226 0.9017
S -0.8680 -1.5687 0.1775 0.8066
S -0.4951 1.6346 2.8930 0.3872
S -0.6278 6.4051 0.7002 0.3276
N 1.7040 1.3536 0.6596 -0.2445
N 1.6273 4.4336 1.7520 -0.2255
N -0.9227 -3.5779 -1.5108 -0.0224
N -1.6641 -4.0832 0.6088 -0.0138
N -3.3535 2.1670 -0.9078 -0.3729
C 0.5838 -0.8078 3.5080 -0.1625
C -3.5843 0.7422 -0.8030 -0.1212
C 2.4736 -1.8422 2.4355 -0.1340
C -2.2909 1.3287 -5.5529 -0.1619
C 2.7567 2.3399 0.8884 -0.1951
C 2.7746 7.0790 -1.3501 -0.1397
C 1.4720 -1.8625 3.4039 -0.1474
C 1.4898 7.1209 -0.8300 -0.1615
C 2.1504 -4.4348 -1.3100 -0.0957
C 1.7945 0.8284 -0.7012 -0.1317
C -0.6229 -4.9793 3.5388 -0.2596
C -1.2502 2.0662 -2.9564 -0.1490
C -0.4525 1.5913 -4.0173 -0.1982
C 2.4914 3.2997 2.0477 -0.2087
C 3.2976 5.3436 0.2084 -0.0665
C -1.0205 -4.9348 -2.0036 -0.2019
C -0.9306 1.2349 -5.2813 -0.1648
C -1.1876 -3.1313 -0.2521 -0.8290
C -2.1700 -3.7231 1.9285 -0.2175
C 1.6291 0.3071 1.6563 -0.3109
C 0.0408 -5.8977 -1.4594 -0.2069
C 1.1468 5.0274 2.9932 -0.1226
C 2.0027 5.3507 0.7387 -0.2934
C 3.6918 6.1790 -0.8281 -0.1360
C -4.1130 2.8917 0.0843 -0.1540
C 0.6222 0.3241 2.6569 -0.7103
C 2.5323 -0.7517 1.5813 -0.0663
C -2.0153 -4.8819 2.9097 -0.2034
C 1.4621 -5.6354 -1.9642 -0.2576
C 0.5131 -5.2320 2.5493 -0.1185
C -3.6139 2.6509 -2.2553 -0.2158
C -3.1362 1.7735 -4.5399 -0.1088
C -2.6231 2.1289 -3.2914 -0.3097
C 1.0450 6.2677 0.1977 -0.7056
H -2.6870 1.0609 -6.5268 0.0692
H 1.5728 1.6212 -1.4208 0.0576
H 3.0561 7.7438 -2.1596 0.0811
H 1.9843 2.7345 2.8311 0.0772
H 3.1709 -4.3240 -1.6821 0.0680
H 0.6256 1.4928 -3.8616 0.0509
H -0.6364 -5.7733 4.2924 0.0969
H 3.7213 1.8372 1.0804 0.1214
H 0.6499 4.2571 3.5841 0.0487
H -5.2064 2.7716 -0.0454 0.0773
H 1.4602 -5.3663 3.0776 0.0696
H -0.1957 -0.8220 4.2610 0.0790
H 2.1980 -4.5620 -0.2256 0.0683
H 1.9797 5.4582 3.5798 0.0833
H 2.0619 -6.5291 -1.7702 0.0958
H 1.6222 -3.5006 -1.4957 0.0629
H 0.0411 -5.8467 -0.3679 0.0825
H -2.0181 -5.3461 -1.8047 0.1056
H 3.4594 3.6366 2.4651 0.1135
H 0.4303 5.8128 2.7731 -0.0052
H -3.0065 0.2293 -1.5713 0.0706
H 4.7013 6.1166 -1.2181 0.0794
H 3.2991 -0.7280 0.8129 0.0990
H 0.7617 7.8112 -1.2352 0.0735
H 1.0591 0.0387 -0.8342 0.0305
H -0.9272 -4.8768 -3.0887 0.1200
H -3.8774 3.9579 0.0262 0.0760
H -1.5994 -2.8578 2.2676 0.0765
H 2.8704 2.9002 -0.0396 0.1019
H 2.7922 0.4250 -0.9491 0.0767
H 1.4394 -5.5077 -3.0528 0.1011
H 0.6325 -4.3887 1.8663 0.0539
H 0.3241 -6.1336 1.9572 0.0615
H -0.2489 0.8881 -6.0554 0.0686
H -3.5530 3.7447 -2.2299 0.1179
H -0.4230 -4.0415 4.0658 0.0909
H -3.8473 2.5314 1.0821 0.0802
H -0.6191 -2.8439 -2.1293 0.1183
H -4.6473 2.3840 -2.5597 0.1064
H 3.1864 -2.6547 2.3463 0.0796
H -4.2070 1.8402 -4.7330 0.0820
H -2.7477 -4.7471 3.7100 0.1031
H 1.3882 -2.7084 4.0801 0.0769
H 4.0350 4.6676 0.6248 0.0919
H -0.2658 -6.9109 -1.7401 0.1037
H -3.2543 0.3779 0.1721 0.0608
H -4.6567 0.4901 -0.9331 0.0800
H -3.2141 -3.4037 1.8595 0.1187
H -2.1337 -4.8665 0.1804 0.1155
H -2.2663 -5.8268 2.4084 0.1032
```

## Properties
Energy above the lowest of the compared OMol25 structures with the same formula, charge and spin, eV: 0.807
Net charge: -2
Orbital gap, eV: 4.627
Maximum force, eV/Å: 0.5

Formula: C34H51BBr2N2O9P2S
Source: the OMol25 dataset
Level of theory: wB97M-V/def2-TZVPD

XYZ file:
```
102
Properties=species:S:1:pos:R:3:lowdin_charge:R:1
Br -4.0661 -0.4265 2.5753 0.7457
Br -1.9581 -4.6632 1.6609 0.7557
S -2.9943 0.0904 -3.8126 0.8138
P 3.5763 3.1646 2.4342 0.8647
P 5.9670 4.1352 0.3447 0.8309
O 0.9331 -3.3350 0.9221 0.0115
O -2.4740 -3.8605 -2.4723 0.0876
O -5.1715 -5.1217 -0.8977 -0.1238
O -0.0847 1.9521 -3.1636 0.0302
O -6.9944 -0.0071 4.9469 -0.1056
O -4.2630 -3.2451 -0.8794 0.0283
O 0.4398 2.4498 2.0186 0.0188
O 6.6829 3.1154 1.5215 -0.3972
O 0.9713 -2.3268 3.0435 -0.0556
N 5.2778 3.4510 -2.9356 -0.0319
N 5.3341 5.6344 1.0833 -0.2246
C 3.0749 -2.2478 1.3721 -0.0023
C 6.6299 1.3100 -3.5918 -0.1827
C -2.6819 1.1965 -5.2703 -0.5487
C 7.7305 0.3971 -2.7983 -0.2523
C -0.6456 -0.3721 2.8962 -0.1300
C -0.3926 0.4292 -1.1488 0.0260
C 0.3385 1.5006 -2.0677 -0.2484
C -4.3747 -3.3323 3.4813 -0.1454
C 0.6966 1.8276 0.9545 -0.2528
C 1.5732 -2.6811 1.7969 -0.3772
C -7.6758 1.1879 4.5860 -0.3248
C 2.9107 2.4969 -2.4644 0.0656
C -6.7669 -6.7816 -1.6245 -0.0946
C -2.4736 -2.7253 1.6734 -0.5689
C -5.3100 -6.4684 -1.3430 -0.2994
C 6.5578 2.7017 -2.7377 -0.2449
C -1.4106 -0.8060 -3.3559 -0.4174
C -1.9741 -1.7849 -0.8112 0.0702
C 7.0934 -0.3136 -1.4827 -0.1300
C 4.3875 3.3289 -0.3966 -0.2633
C -3.5374 -2.3615 2.5355 -0.6222
C -3.6503 2.4825 -5.3218 -0.1752
C 1.9156 2.2745 0.0385 -0.0530
C 3.4012 1.5883 3.4602 -0.3020
C -0.1881 0.5923 0.4122 0.0335
C 2.6097 4.6193 3.1538 -0.3059
C 3.2318 2.8888 0.5989 -0.2665
C -0.8653 -0.4668 1.3178 -0.0729
C -1.7498 -1.6384 0.7383 -0.1044
C 1.7331 2.0943 -1.5106 -0.0158
C -1.2676 -0.7355 -1.7501 -0.0906
C 4.2622 3.1219 -1.9316 -0.1905
C -7.8378 1.2645 3.0807 -0.0968
C 0.8676 -0.8848 3.1860 -0.1780
B -2.9297 -2.9864 -1.4049 -0.5060
H -1.5250 -1.8938 -3.7325 0.0813
H 1.1723 -0.5513 4.2533 0.1379
H -7.3732 -6.6429 -0.7245 0.0717
H -4.3870 2.4948 -4.4462 0.0634
H 6.3716 -1.1399 -1.7989 0.0704
H -7.1070 2.0444 4.9621 0.1077
H -6.8856 -7.8109 -1.9726 0.0723
H -6.1279 0.0100 4.5175 0.0104
H 6.6220 3.5025 2.4274 0.0335
H -5.6962 -5.0276 -0.0909 0.0956
H -5.4079 -3.5970 3.0494 0.0937
H -1.5966 1.5340 -5.3720 0.0709
H 2.8429 4.6325 4.2888 0.0531
H 7.4444 3.3563 -3.0817 0.1268
H -4.5313 -2.7750 4.4770 0.0811
H -0.7936 0.6929 3.2825 0.1180
H -4.9085 -7.1364 -0.5738 0.1104
H 3.9902 0.7300 2.9519 0.0547
H -4.2328 2.4949 -6.3201 0.0759
H -2.9185 0.5708 -6.2132 0.0693
H 8.4892 1.1676 -2.3775 0.1056
H 3.5069 -2.9395 0.5669 0.0951
H -0.5090 -0.3724 -3.9040 0.0866
H 3.0785 5.5882 2.7340 0.0305
H 1.4783 4.5786 3.0097 0.0313
H 4.5420 5.8961 0.4547 0.0349
H 7.9285 -0.6781 -0.7734 0.0793
H -3.2961 -4.3290 -2.7674 0.1096
H -8.3656 2.1764 2.7905 0.0735
H -4.7115 -6.5874 -2.2496 0.1126
H 6.0531 6.3576 0.8678 0.0243
H 5.6189 0.7753 -3.6488 0.1080
H 2.7644 2.3558 -3.5971 0.1096
H 7.0876 1.4785 -4.6348 0.1064
H -1.4090 -1.0294 3.4468 0.0886
H 8.2845 -0.3278 -3.4825 0.1010
H 4.9003 3.1253 -3.8472 0.1045
H -4.7462 -2.3957 -0.7599 0.1257
H -2.9765 3.4224 -5.3134 0.0792
H -8.6519 1.1809 5.0757 0.1115
H -8.3963 0.4006 2.7106 0.0780
H 3.9216 1.7470 4.4759 0.0529
H 1.5547 -0.2987 2.4689 0.0927
H 2.3246 1.2550 3.6441 0.0056
H 6.4743 0.4400 -0.8571 0.0659
H 6.7808 2.4067 -1.6592 0.0591
H 2.9728 -1.2066 0.8725 0.0886
H -6.8627 1.2498 2.5851 0.0456
H -7.1649 -6.1041 -2.3846 0.0764
H -3.8583 -4.3165 3.7368 0.0502
H 3.7761 -2.2286 2.2725 0.0877
```

## Properties
Net charge: 0
Orbital gap, eV: 6.255
SMILES: CCCCNc1cc2c(c(P(C)C)c1P(N)O)C(=O)c1c(CCOC(C)=O)c(/C(Br)=C(/C)Br)c(B(O)O)c(CSCC)c1C2=O.CCO.CCO
Maximum force, eV/Å: 5.3